[1]
Formula: C9H8N5O5
Source: the OMol25 dataset
Level of theory: the ωB97M-V functional and the def2-TZVPD basis

Properties
total charge = -1
2S+1 = 1
strongest force on any atom = 0.0949 Eh/bohr
HOMO level = -3.857 eV
Kohn-Sham gap = 0.2534 hartree

Structure (XYZ):
```
27
Properties=species:S:1:pos:R:3:forces:R:3
C -0.699366 -0.536541 0.148056 -1.9165 -1.8963 4.0650
C 1.271152 1.272927 -2.309954 0.5030 0.4025 0.0749
O -2.729409 1.584439 -0.789301 -0.1196 0.2193 -0.6253
C -1.436918 0.672606 2.297444 -1.9291 2.2468 -0.3419
C -0.548355 -0.345529 -2.236758 -0.3663 -0.0887 0.4265
O 1.225165 -1.397770 3.048521 0.5928 -0.5321 -0.3390
O -2.913487 2.082767 1.479727 0.0869 -0.2746 -1.5252
C 0.281982 -0.768475 2.335153 -1.3617 0.9170 -1.7235
C -1.532908 0.407877 0.897822 -2.0667 3.1166 -0.7678
N -2.344887 1.320393 0.334498 0.5902 -1.2288 3.4274
H 2.782727 -2.668726 2.819031 0.0806 -0.0201 0.1542
H -1.390547 -1.343928 -0.164305 0.5415 0.0801 -0.3298
C 1.990523 -2.272901 2.189297 0.2856 0.0010 0.5348
H 2.398374 -1.716664 1.333444 -0.0569 -0.3133 0.4077
H 1.360012 -3.088418 1.810802 0.2129 0.2550 0.0692
O 1.154251 1.611516 0.140874 -0.2229 -0.6902 -1.5004
H 2.304439 0.908922 -2.397535 -0.2011 0.2185 0.0733
H 0.870052 -0.244338 -3.815353 -0.2115 0.1447 -0.0343
H 1.254778 2.343641 -2.552736 0.0876 -0.2970 0.2080
H -0.303465 1.092127 -3.809393 0.0620 -0.2119 0.0871
N -0.524949 0.071692 3.026132 1.0746 -1.0859 1.4437
N -0.163718 0.037760 -0.954337 1.6623 1.0490 -2.9762
O -1.424902 -1.158118 -2.484132 1.2119 0.9291 -0.0466
C 0.817124 1.043116 -0.881690 -0.4710 0.2904 0.7594
N 0.303108 -1.055009 1.046923 -0.1984 -0.2571 0.2325
N -2.330083 1.685010 2.662932 2.3805 -2.5737 -0.9505
C 0.329309 0.461624 -3.175163 -0.2506 -0.4002 -0.8033
```
Positions in Å, forces in eV/Å.

=====

[2]
Formula: C9H8NO5
Source: the OMol25 dataset
Level of theory: the ωB97M-V functional and the def2-TZVPD basis

Properties
total charge = -1
2S+1 = 1
strongest force on any atom = 0.0865 Eh/bohr
HOMO level (alpha / beta) = -3.980 / -3.979 eV
SMILES string = CO/C(c1ccccc1)=[N+](/[O-])OC(=O)[O-]
Kohn-Sham gap (alpha / beta) = 0.2665 / 0.2665 hartree

Structure (XYZ):
```
23
Properties=species:S:1:pos:R:3:forces:R:3
H 2.328967 -0.466584 0.963018 0.0462 -0.6812 0.9122
H 4.131832 0.872094 0.226660 1.0090 -0.0026 0.3955
H -0.702185 -3.010889 0.331296 0.7499 -0.9178 -1.0355
O -0.035203 -1.314698 1.296285 -0.1424 -1.1344 1.2168
C 0.829706 0.520879 -0.108405 -4.2233 1.0835 -0.8806
C 1.710526 2.230742 -1.673461 -1.6755 -0.2167 3.0767
H 3.800565 2.658881 -1.469028 -0.0218 -0.2959 0.0377
C 2.981063 2.020751 -1.132895 0.0770 1.4259 -0.8900
H 1.357591 3.129256 -2.154072 0.8464 0.0611 -1.0680
C 0.571691 1.595556 -1.069949 3.1717 -1.4576 -1.0545
C 2.116401 0.342978 0.320472 -0.0059 -0.3495 -0.0324
H -1.837960 -2.371706 1.289601 -2.2263 0.8629 0.3399
N -1.587973 0.081542 0.301608 -1.6592 0.5871 -0.5361
C -0.827176 -2.555072 1.274574 1.2496 1.5044 -0.6778
H -0.634991 -3.179470 2.112076 1.0098 -0.2753 0.6407
C 3.167109 1.103148 -0.134071 -0.3388 -0.3028 -0.6862
O -2.535909 -0.453326 1.057507 -0.0339 0.2262 0.8668
O -1.951431 0.936515 -0.547924 -0.0188 0.3667 -0.1100
O -4.829805 -0.952169 0.895526 -2.4446 0.6471 2.1006
H -0.268988 1.798488 -1.703175 -1.0061 -0.3591 1.0562
C -3.912388 -1.112271 0.204451 1.8261 -0.3317 -1.1951
C -0.371153 -0.267921 0.508690 3.2743 0.1740 -1.1650
O -3.500289 -1.606723 -0.788785 0.5367 -0.6143 -1.3120
```
Positions in Å, forces in eV/Å.